Record 1
120
Properties=species:S:1:pos:R:3:mulliken_charge:R:1 method="wB97M-V/def2-TZVPD" orbital_gap_ev="7.03 / 7.03" de_lowest_kj_mol=107.0 lumo_energy_ev="-3.0 / -3.0" fmax_ev_per_a=2.07 homo_energy_ev="-10.01 / -10.01" total_charge=+1 e_tot_ev=-125045.5411
Ir -0.141 0.201 -0.205 1.702
O 1.179 -1.110 3.507 -0.696
Cl 1.225 -1.426 2.118 1.898
O 2.291 -2.328 1.817 -0.652
O 1.440 -0.118 1.362 -0.822
O -0.033 -1.927 1.633 -0.663
C 1.799 2.315 -2.262 -2.158
N 1.932 3.413 -1.342 1.261
C 1.290 3.374 -0.049 -1.845
P -0.292 2.443 0.040 2.406
C -1.467 3.371 -0.992 0.512
C -1.034 3.977 -2.175 -0.801
C -1.948 4.547 -3.051 -0.944
C -3.303 4.517 -2.759 -0.981
C -3.739 3.954 -1.569 -0.499
C -2.829 3.380 -0.698 -0.512
C -0.703 2.890 1.767 0.754
C -1.222 4.157 2.039 -0.560
C -1.471 4.552 3.344 -0.968
C -1.196 3.688 4.394 -0.627
C -0.666 2.433 4.134 -0.699
C -0.418 2.036 2.827 -0.568
C 2.665 4.547 -1.720 0.793
C 3.296 5.330 -0.752 -0.440
C 4.010 6.457 -1.125 -0.827
C 4.123 6.815 -2.461 -0.533
C 3.510 6.028 -3.424 -0.943
C 2.781 4.905 -3.063 -0.553
P 1.746 0.647 -1.524 1.419
C 1.766 -0.241 -3.119 1.370
C 2.878 -0.935 -3.577 -1.064
C 2.841 -1.572 -4.813 -0.775
C 1.702 -1.506 -5.598 -0.756
C 0.591 -0.800 -5.150 -0.856
C 0.622 -0.177 -3.917 -0.078
C 3.382 0.378 -0.815 0.613
C 4.299 1.420 -0.685 -0.875
C 5.540 1.182 -0.109 -0.658
C 5.859 -0.084 0.354 -0.850
C 4.943 -1.121 0.237 -0.676
C 3.711 -0.890 -0.344 -0.606
H 2.645 2.304 -2.953 1.214
H 0.887 2.344 -2.880 0.547
H 1.090 4.396 0.280 1.411
H 1.895 2.885 0.733 0.244
H 0.016 4.045 -2.403 0.117
H -1.596 5.016 -3.961 0.548
H -4.017 4.937 -3.456 0.402
H -4.791 3.958 -1.313 0.515
H -3.175 2.940 0.221 0.389
H -1.439 4.842 1.227 0.426
H -1.873 5.537 3.540 0.475
H -1.394 3.993 5.413 0.428
H -0.435 1.757 4.947 0.512
H 0.009 1.065 2.640 0.200
H 3.248 5.047 0.292 0.440
H 4.496 7.050 -0.362 0.405
H 4.677 7.697 -2.746 0.424
H 3.588 6.293 -4.470 0.407
H 2.286 4.323 -3.830 0.418
H 3.777 -0.984 -2.979 0.430
H 3.709 -2.115 -5.162 0.446
H 1.675 -2.005 -6.557 0.417
H -0.304 -0.751 -5.755 0.504
H -0.266 0.333 -3.555 0.032
H 4.059 2.416 -1.031 0.145
H 6.252 1.991 -0.019 0.485
H 6.820 -0.262 0.817 0.399
H 5.180 -2.104 0.621 0.473
H 2.988 -1.691 -0.412 0.284
N -1.965 0.636 -0.044 0.120
P -3.318 -0.275 -0.180 -1.110
C -3.611 -0.607 -1.934 1.192
C -4.243 -1.710 -2.499 -0.541
C -4.400 -1.802 -3.874 -0.975
C -3.940 -0.789 -4.700 -0.771
C -3.319 0.321 -4.146 -0.752
C -3.154 0.414 -2.775 0.268
C -3.430 -1.689 0.941 1.030
C -2.731 -1.563 2.141 -0.089
C -2.775 -2.570 3.092 -0.579
C -3.515 -3.717 2.856 -0.751
C -4.252 -3.835 1.684 -0.951
C -4.224 -2.823 0.738 -0.503
C -4.717 0.696 0.410 1.273
C -5.980 0.571 -0.156 -0.754
C -7.056 1.256 0.392 -0.701
C -6.874 2.063 1.503 -0.787
C -5.614 2.184 2.079 -0.665
C -4.540 1.498 1.540 -0.147
H -4.610 -2.521 -1.895 0.104
H -4.885 -2.670 -4.299 0.478
H -4.072 -0.861 -5.771 0.437
H -2.964 1.121 -4.783 0.505
H -2.660 1.280 -2.352 -0.175
H -2.139 -0.677 2.328 0.317
H -2.209 -2.463 4.008 0.464
H -3.530 -4.513 3.588 0.425
H -4.866 -4.709 1.512 0.456
H -4.860 -2.916 -0.126 0.401
H -6.128 -0.048 -1.033 0.387
H -8.037 1.158 -0.053 0.453
H -7.715 2.593 1.930 0.412
H -5.472 2.807 2.952 0.507
H -3.561 1.575 2.003 0.249
S -0.372 -1.968 -1.511 0.123
C -0.047 -3.400 -0.576 -0.312
N -0.990 -3.982 0.156 0.169
C -0.738 -5.127 1.026 -0.391
C 0.357 -5.984 0.417 -0.905
C 1.568 -5.119 0.121 -0.633
N 1.140 -3.981 -0.689 0.037
H -1.769 -3.382 0.388 -0.090
H -1.667 -5.691 1.110 0.410
H -0.461 -4.774 2.023 0.249
H -0.007 -6.433 -0.510 0.338
H 0.629 -6.789 1.098 0.400
H 2.323 -5.669 -0.438 0.505
H 2.018 -4.748 1.046 0.259
H 1.809 -3.483 -1.254 0.231


Record 2
113
Properties=species:S:1:pos:R:3:mulliken_charge:R:1 method="wB97M-V/def2-TZVPD" orbital_gap_ev=7.49 de_lowest_kj_mol=0.0 lumo_energy_ev=-0.2 fmax_ev_per_a=0.82 homo_energy_ev=-7.72 e_tot_ev=-77204.3334
Zr -0.162 -0.048 1.017 -1.677
C 3.226 -0.112 -2.557 -0.492
O 2.818 0.751 -1.503 -0.279
C 3.730 1.076 -0.558 0.639
C 5.100 0.874 -0.706 -0.823
C 5.987 1.412 0.214 -0.848
C 5.525 2.196 1.259 -0.879
C 4.160 2.379 1.416 -0.722
C 3.257 1.761 0.567 0.174
N 1.828 1.859 0.771 2.533
N 1.484 3.039 0.970 -1.282
C 0.120 3.359 0.972 -0.008
C -0.777 2.664 0.166 0.753
O -0.464 1.483 -0.327 0.178
C -2.027 3.260 -0.175 -1.187
C -2.382 4.449 0.371 -1.014
C -1.519 5.151 1.266 0.839
C -1.912 6.370 1.858 -0.988
C -1.064 7.052 2.689 -0.632
C 0.219 6.536 2.945 -0.790
C 0.625 5.353 2.386 -0.503
C -0.240 4.625 1.541 0.604
H 3.954 0.377 -3.207 0.519
H 3.640 -1.042 -2.161 0.514
H 2.325 -0.326 -3.128 -0.583
H 5.479 0.331 -1.559 0.436
H 7.049 1.249 0.083 0.407
H 6.216 2.663 1.949 0.422
H 3.781 3.002 2.210 0.425
H -2.691 2.702 -0.823 0.606
H -3.348 4.885 0.140 0.400
H -2.902 6.756 1.640 0.422
H -1.375 7.984 3.141 0.394
H 0.895 7.081 3.592 0.429
H 1.617 4.968 2.583 0.363
C 1.447 -0.641 3.172 0.526
C 1.114 0.696 3.469 0.370
C -0.283 0.800 3.583 1.884
C -0.833 -0.511 3.403 0.966
C 0.249 -1.394 3.153 0.564
C 0.118 -2.884 3.016 -1.563
C -2.188 -0.968 3.866 -2.215
C -0.966 1.991 4.197 -2.008
C 2.074 1.745 3.918 -1.595
C 2.841 -1.181 3.090 -1.469
H 0.946 -3.395 3.513 0.408
H 0.108 -3.233 1.980 -0.007
H -0.806 -3.228 3.482 0.409
H -2.846 -0.125 4.069 0.509
H -2.082 -1.533 4.797 0.473
H -2.701 -1.597 3.141 0.309
H -1.265 1.760 5.224 0.356
H -1.859 2.335 3.680 0.251
H -0.293 2.848 4.238 0.493
H 2.004 1.850 5.005 0.400
H 1.860 2.726 3.490 -0.101
H 3.099 1.477 3.682 0.597
H 3.314 -1.176 4.076 0.341
H 3.479 -0.594 2.423 0.216
H 2.853 -2.212 2.736 0.560
C -2.199 -3.960 -0.625 -1.263
C -2.641 -3.580 -2.016 1.003
C -3.735 -4.244 -2.567 -0.897
C -4.200 -3.952 -3.839 -0.801
C -3.570 -2.970 -4.588 -0.788
C -2.479 -2.298 -4.058 -1.267
C -1.999 -2.591 -2.781 0.950
P -0.599 -1.650 -2.052 1.701
C -0.017 -0.623 -3.454 0.825
C -0.490 0.688 -3.383 -1.346
C -0.233 1.611 -4.387 -0.701
C 0.527 1.228 -5.477 -0.988
C 1.005 -0.072 -5.560 -0.798
C 0.740 -1.018 -4.573 1.309
C 1.251 -2.416 -4.770 -1.138
C 0.540 -3.010 -1.665 -0.302
C 0.514 -4.256 -2.293 0.023
C 1.238 -5.326 -1.802 -1.059
C 2.000 -5.154 -0.651 -0.879
C 2.031 -3.926 -0.017 -0.276
C 1.300 -2.832 -0.504 -0.244
C 1.347 -1.546 0.231 0.337
H -3.062 -4.230 -0.016 0.574
H -1.678 -3.148 -0.114 -0.332
H -1.511 -4.810 -0.647 0.400
H -4.234 -5.002 -1.973 0.490
H -5.054 -4.484 -4.237 0.379
H -3.925 -2.721 -5.580 0.430
H -2.001 -1.528 -4.648 0.588
H -1.058 0.990 -2.516 0.174
H -0.619 2.619 -4.306 0.455
H 0.752 1.933 -6.269 0.350
H 1.598 -0.369 -6.417 0.402
H 1.887 -2.463 -5.654 0.544
H 0.423 -3.116 -4.917 0.208
H 1.821 -2.774 -3.915 0.163
H -0.109 -4.397 -3.168 0.408
H 1.200 -6.286 -2.300 0.425
H 2.566 -5.983 -0.243 0.450
H 2.629 -3.797 0.879 0.403
H 1.592 -0.736 -0.478 -0.063
H 2.173 -1.567 0.932 0.842
F -6.471 1.052 0.326 -0.382
C -5.183 0.678 0.500 -0.030
C -4.653 -0.307 -0.304 -0.774
C -3.323 -0.671 -0.124 -0.420
C -2.490 -0.101 0.847 1.100
C -3.110 0.880 1.628 0.713
C -4.429 1.294 1.473 -1.040
H -5.265 -0.771 -1.068 0.587
H -2.948 -1.422 -0.789 0.677
H -2.540 1.383 2.391 -0.689
H -4.861 2.071 2.091 0.543


Record 3
114
Properties=species:S:1:pos:R:3:mulliken_charge:R:1 method="wB97M-V/def2-TZVPD" orbital_gap_ev=7.20 de_lowest_kj_mol=0.6 lumo_energy_ev=-5.2 fmax_ev_per_a=0.12 homo_energy_ev=-12.42 total_charge=+2 e_tot_ev=-212909.2144
Pd -0.127 0.201 -0.493 2.479
C -2.472 1.411 1.739 -0.834
C -1.949 2.757 1.242 -1.292
As -0.465 2.564 -0.044 0.593
C 0.991 3.653 0.570 0.541
C 1.266 4.882 -0.019 -0.241
C 2.375 5.606 0.399 -0.795
C 3.206 5.101 1.390 -0.600
C 2.931 3.871 1.974 -0.742
C 1.825 3.143 1.563 -0.475
C -1.093 3.374 -1.672 1.094
C -0.647 2.855 -2.884 -0.505
C -1.084 3.408 -4.078 -0.680
C -1.974 4.473 -4.064 -0.773
C -2.420 4.992 -2.856 -0.908
C -1.978 4.447 -1.659 -0.885
As -2.411 0.066 0.321 0.207
C -3.082 -1.559 1.091 0.937
C -4.018 -2.319 0.398 -0.595
C -4.450 -3.526 0.932 -0.699
C -3.955 -3.966 2.151 -0.634
C -3.024 -3.202 2.843 -0.752
C -2.581 -2.001 2.312 -0.649
C -3.697 0.636 -0.978 0.874
C -3.334 0.667 -2.321 -0.533
C -4.247 1.107 -3.270 -1.005
C -5.513 1.513 -2.875 -0.716
C -5.877 1.476 -1.534 -0.804
C -4.972 1.036 -0.582 -0.784
H -3.493 1.494 2.113 0.548
H -1.854 1.022 2.549 0.676
H -1.589 3.372 2.066 0.624
H -2.737 3.309 0.729 0.372
H 0.630 5.272 -0.803 0.407
H 2.589 6.567 -0.050 0.467
H 4.069 5.668 1.710 0.437
H 3.579 3.479 2.747 0.459
H 1.623 2.175 2.009 0.279
H 0.044 2.020 -2.903 -0.001
H -0.731 3.006 -5.019 0.512
H -2.319 4.903 -4.995 0.447
H -3.109 5.826 -2.845 0.465
H -2.325 4.874 -0.726 0.502
H -4.416 -1.970 -0.547 0.446
H -5.183 -4.117 0.399 0.456
H -4.301 -4.902 2.568 0.434
H -2.647 -3.541 3.799 0.483
H -1.849 -1.415 2.857 0.303
H -2.344 0.349 -2.629 0.362
H -3.966 1.133 -4.315 0.559
H -6.224 1.857 -3.615 0.441
H -6.868 1.787 -1.232 0.445
H -5.266 0.998 0.461 0.424
C 3.634 -6.525 -1.455 -0.774
S 3.575 -5.525 -2.955 -0.083
C 4.527 -4.094 -2.380 -1.153
C 3.686 -3.062 -1.632 0.605
C 2.776 -2.324 -2.606 -0.917
N 1.797 -1.430 -1.965 0.766
P 2.028 0.094 -1.259 0.501
C 3.280 0.030 0.030 1.228
C 2.887 -0.303 1.325 -0.979
C 3.832 -0.422 2.332 -0.809
C 5.173 -0.202 2.047 -0.772
C 5.571 0.137 0.760 -0.761
C 4.628 0.254 -0.249 -0.588
C 2.630 1.247 -2.497 1.383
C 3.105 2.486 -2.062 -0.632
C 3.447 3.456 -2.990 -0.860
C 3.320 3.197 -4.348 -0.875
C 2.852 1.965 -4.783 -0.731
C 2.500 0.992 -3.860 -0.382
P 0.248 -1.856 -1.411 1.000
C 0.293 -3.374 -0.466 0.778
C 0.346 -3.301 0.924 -0.676
C 0.420 -4.461 1.677 -0.828
C 0.432 -5.695 1.040 -0.698
C 0.374 -5.772 -0.347 -1.069
C 0.305 -4.616 -1.105 -0.288
C -0.828 -2.143 -2.822 0.541
C -0.583 -1.512 -4.039 -0.811
C -1.508 -1.607 -5.068 -0.616
C -2.688 -2.314 -4.878 -0.804
C -2.940 -2.935 -3.661 -0.700
C -2.015 -2.854 -2.633 -0.793
H 3.055 -7.427 -1.646 0.341
H 3.198 -6.000 -0.605 0.150
H 4.660 -6.811 -1.231 0.349
H 4.985 -3.646 -3.264 0.421
H 5.343 -4.458 -1.756 0.524
H 4.341 -2.350 -1.123 0.034
H 3.087 -3.555 -0.863 0.010
H 2.214 -3.045 -3.207 0.395
H 3.379 -1.731 -3.297 0.625
H 1.836 -0.462 1.544 0.313
H 3.525 -0.680 3.337 0.498
H 5.912 -0.292 2.833 0.468
H 6.616 0.310 0.544 0.506
H 4.943 0.522 -1.250 0.526
H 3.210 2.695 -1.003 0.488
H 3.817 4.415 -2.650 0.508
H 3.594 3.955 -5.070 0.430
H 2.767 1.759 -5.842 0.507
H 2.131 0.034 -4.205 -0.175
H 0.314 -2.334 1.414 0.062
H 0.456 -4.407 2.757 0.535
H 0.481 -6.603 1.626 0.477
H 0.381 -6.736 -0.838 0.585
H 0.264 -4.682 -2.186 0.560
H 0.329 -0.949 -4.184 0.222
H -1.308 -1.132 -6.020 0.510
H -3.408 -2.388 -5.681 0.435
H -3.857 -3.492 -3.517 0.491
H -2.216 -3.343 -1.687 0.630


Record 4
120
Properties=species:S:1:pos:R:3:mulliken_charge:R:1 method="wB97M-V/def2-TZVPD" orbital_gap_ev=7.53 lumo_energy_ev=0.1 fmax_ev_per_a=15.67 homo_energy_ev=-7.41 e_tot_ev=-84774.7276
F 1.373 -5.659 1.489 -0.450
C 1.112 -4.686 0.636 -0.022
C 1.569 -3.345 0.851 0.197
C 1.341 -2.406 -0.139 1.144
C 0.659 -2.774 -1.361 0.216
C 0.141 -4.064 -1.475 -0.639
C 0.397 -5.031 -0.490 -1.338
H 2.030 -3.206 1.818 -0.741
H 1.688 -1.396 0.024 0.156
H 0.473 -1.972 -2.059 -0.341
H -0.479 -4.389 -2.297 0.312
H -0.027 -6.006 -0.677 0.415
F -4.473 3.693 -3.003 -0.455
C -3.586 2.899 -2.347 -0.470
C -3.071 1.809 -2.944 -0.743
C -2.075 1.123 -2.270 1.455
C -1.572 1.545 -1.057 -0.206
C -2.136 2.644 -0.472 0.072
C -3.089 3.341 -1.119 -1.285
H -3.306 1.459 -3.939 0.768
H -1.692 0.308 -2.866 0.138
H -0.719 1.010 -0.665 0.249
H -1.840 3.014 0.499 0.485
H -3.610 4.138 -0.608 0.383
F -4.736 -3.524 1.074 -0.389
C -4.398 -2.278 0.718 0.437
C -5.443 -1.379 0.538 -0.986
C -5.192 -0.215 -0.228 -1.598
C -3.847 0.130 -0.548 0.467
C -2.826 -0.703 -0.203 1.407
C -3.059 -1.919 0.428 -0.097
H -6.412 -1.801 0.760 0.510
H -6.049 0.410 -0.431 0.459
H -3.613 1.031 -1.095 0.720
H -1.891 -0.330 -0.595 -1.613
H -2.245 -2.582 0.681 0.496
F 1.889 2.456 -1.053 0.008
C 1.225 3.531 -1.632 -0.515
C 1.849 4.808 -1.561 -0.944
C 1.126 5.932 -1.964 -0.703
C -0.133 5.761 -2.527 -1.237
C -0.755 4.463 -2.528 -0.020
C -0.092 3.358 -2.103 0.889
H 2.774 4.886 -1.008 0.499
H 1.467 6.954 -1.889 0.455
H -0.586 6.713 -2.760 0.420
H -1.757 4.490 -2.929 0.373
H -0.554 2.401 -1.910 0.632
F 0.965 -0.674 2.899 0.037
C 2.017 -1.442 3.277 1.188
C 2.356 -1.565 4.617 -0.132
C 3.305 -2.430 5.039 -0.954
C 3.961 -3.241 4.161 -0.967
C 3.808 -3.046 2.789 -0.091
C 2.835 -2.047 2.338 -1.559
H 1.755 -0.989 5.306 0.557
H 3.591 -2.580 6.070 0.462
H 4.756 -3.844 4.573 0.403
H 4.517 -3.503 2.114 0.479
H 2.734 -1.792 1.294 1.344
F -4.231 -0.516 2.459 -0.326
C -3.078 -0.592 3.029 -0.035
C -1.906 -0.040 2.441 0.705
C -0.735 -0.075 3.209 0.010
C -0.755 -0.675 4.482 -0.117
C -1.867 -1.399 4.946 -1.391
C -3.018 -1.233 4.223 -0.351
H -1.949 0.411 1.461 0.369
H 0.193 0.310 2.812 -0.250
H 0.126 -0.736 5.104 0.530
H -1.952 -1.895 5.902 0.395
H -3.890 -1.768 4.566 0.412
F 2.870 1.721 0.194 -1.153
C 1.816 0.875 -0.016 0.494
C 1.196 0.722 -1.293 -0.479
C 0.147 -0.211 -1.498 2.798
C -0.291 -0.911 -0.375 -0.871
C 0.193 -0.676 0.912 1.644
C 1.335 0.123 1.096 -0.570
H 1.584 1.137 -2.212 0.923
H -0.236 -0.358 -2.496 -2.641
H -1.105 -1.615 -0.457 1.149
H -0.097 -1.180 1.822 -0.770
H 1.643 0.136 2.131 0.867
C -1.353 0.790 -5.030 -1.662
C -0.043 0.535 -4.284 1.341
N 0.985 0.355 -3.766 -0.910
H -1.382 1.870 -5.175 0.455
H -2.253 0.627 -4.438 0.133
H -1.543 0.155 -5.895 0.413
C 3.944 0.082 1.402 -0.111
C 5.187 0.515 0.648 0.032
N 6.125 0.834 0.124 -0.679
H 3.270 -0.340 0.657 0.061
H 3.489 0.989 1.800 -0.151
H 4.314 -0.565 2.197 0.333
C 0.150 -2.147 -4.094 -1.462
C -0.958 -1.678 -3.179 0.715
N -1.827 -1.308 -2.455 -0.243
H -0.074 -3.179 -4.363 0.441
H 1.132 -1.918 -3.681 0.389
H 0.075 -1.486 -4.958 0.755
C 1.876 2.375 -3.954 -0.437
C 1.053 3.074 -4.939 0.212
N 0.421 3.634 -5.758 -0.714
H 2.725 2.964 -3.607 0.520
H 2.231 1.412 -4.318 0.436
H 1.241 2.264 -3.075 -0.559
C 2.628 3.231 1.813 -0.059
C 2.311 2.677 3.178 0.318
N 1.995 2.243 4.221 -0.625
H 1.729 3.619 1.334 0.087
H 2.919 2.370 1.212 0.187
H 3.364 4.035 1.811 0.543
C -0.148 -2.907 3.297 -0.914
C -0.795 -2.751 1.901 -0.073
N -1.272 -2.670 0.842 0.126
H 0.477 -2.032 3.474 -0.845
H 0.455 -3.815 3.282 0.525
H -0.891 -2.894 4.094 0.347